No. 1
Density functional theory data (wB97M-V/def2-TZVPD) for a structure of composition C26H50CaGeO10P at a distorted geometry.

The geometry in XYZ format:
```
89
Properties=species:S:1:pos:R:3:mulliken_charge:R:1
Ca -0.18798 -1.56511 -0.15607 1.836
C 1.21209 -4.35999 -1.25815 -1.038
O 1.30035 -3.30105 -0.31335 0.081
C 2.40439 -3.45090 0.56611 -0.781
C 2.78266 -2.08802 1.11023 -0.618
O 1.68119 -1.35405 1.63248 -0.031
C 1.43973 -1.45764 3.02652 -0.434
C 0.53620 -2.63425 3.31648 -0.690
O -0.57511 -2.48551 2.45863 0.070
C -1.66245 -3.32534 2.80429 -0.918
H 2.11926 -4.37211 -1.86706 0.259
H 0.34263 -4.15190 -1.87924 0.244
H 1.08814 -5.31111 -0.73396 0.292
H 3.26213 -3.84916 0.01127 0.605
H 2.13428 -4.16871 1.34815 0.284
H 3.18605 -1.48246 0.29502 0.074
H 3.56363 -2.19719 1.87183 0.478
H 0.91932 -0.53355 3.29476 0.045
H 2.37962 -1.50094 3.58855 0.415
H 0.24430 -2.61495 4.37649 0.567
H 1.03399 -3.59713 3.13352 0.210
H -1.97349 -3.13980 3.83715 0.384
H -1.38671 -4.37963 2.69595 0.333
H -2.47511 -3.08649 2.12373 0.128
C -2.94859 1.05042 0.15376 -1.218
C -1.54194 1.31847 0.56832 -0.136
O -0.64149 0.55549 0.24554 -0.235
H -3.04345 0.14533 -0.44658 -0.070
H -3.32217 1.92060 -0.39269 0.418
H -3.56778 0.96749 1.05095 0.416
C 3.00252 1.40187 -0.75282 -0.443
O 2.33964 1.06471 -1.96936 -0.383
P 1.68705 -0.41900 -2.05594 0.850
O 2.91499 -1.39930 -2.37642 -0.273
C 3.75939 -1.19281 -3.52571 -0.781
O 1.02345 -0.31890 -3.51135 -0.473
C -0.20742 0.39202 -3.65611 -0.273
H 3.11505 2.48377 -0.74139 0.273
H 3.98737 0.93424 -0.71653 0.316
H 2.41030 1.08654 0.11082 -0.005
H 4.70549 -1.68377 -3.31124 0.249
H 3.91892 -0.12895 -3.69598 0.295
H 3.29084 -1.64087 -4.39844 0.266
H -0.42338 0.41739 -4.72147 0.302
H -0.10765 1.41106 -3.27899 0.065
H -1.00727 -0.14316 -3.13950 0.047
O -3.45655 -2.70837 -3.61768 -0.416
C -3.88757 -3.61650 -2.70603 1.169
C -4.88665 -4.53162 -3.02469 -0.912
C -5.34224 -5.42917 -2.07772 -0.514
C -4.82325 -5.41931 -0.79106 -0.908
C -3.84343 -4.50002 -0.47206 -0.265
C -3.34800 -3.60501 -1.41588 0.276
C -2.25614 -2.68674 -1.00850 0.827
O -1.36897 -2.35133 -1.84264 -0.807
O -2.20697 -2.29610 0.18981 -0.811
H -3.93796 -2.84533 -4.44156 0.289
H -5.30771 -4.52918 -4.02153 0.317
H -6.11411 -6.13459 -2.34691 0.398
H -5.18371 -6.11630 -0.04971 0.433
H -3.43177 -4.46200 0.52720 0.301
C 1.41777 6.05846 4.10609 -1.525
C 1.39242 5.05168 2.96879 0.213
C 1.08156 3.63996 3.44936 -1.203
C 0.71722 2.69063 2.31080 1.163
Ge -1.06874 2.99765 1.57236 0.741
C -1.35629 4.38655 0.21621 -0.992
C -0.53208 4.24288 -1.05901 -0.263
C 0.91060 4.70666 -0.91619 0.674
C 1.68792 4.56964 -2.21514 -1.441
H 1.74701 7.03813 3.76906 0.398
H 2.09669 5.73673 4.89560 0.359
H 0.43002 6.17212 4.55060 0.349
H 2.35665 5.05096 2.45233 0.280
H 0.65914 5.36003 2.21672 0.038
H 0.27420 3.67892 4.18780 0.346
H 1.95232 3.24607 3.98362 0.412
H 0.73162 1.64731 2.64419 -0.768
H 1.45188 2.76172 1.50737 -0.273
H -2.09080 3.15020 2.71508 -0.106
H -1.19263 5.36598 0.66863 0.504
H -2.42374 4.33949 -0.01325 0.470
H -1.00408 4.82647 -1.85593 0.547
H -0.54498 3.20204 -1.41128 -0.239
H 1.41004 4.14149 -0.12460 -0.426
H 0.91540 5.74853 -0.58227 0.409
H 1.76877 3.52509 -2.51666 0.123
H 2.69693 4.96884 -2.12090 0.389
H 1.19721 5.11168 -3.02258 0.444
```

## Properties
total charge = +1
molar mass = 666.34 g mol⁻¹
maximum force = 0.035 Eh/bohr
orbital gap = 8.7 eV

No. 2
Density functional theory data (wB97M-V/def2-TZVPD) for a cluster of 9 separate species, C26H50Cl10O8S3 in total at a distorted geometry.

The geometry in XYZ format:
```
97
Properties=species:S:1:pos:R:3:mulliken_charge:R:1
O 0.69592 5.28010 -2.71954 -0.654
S 1.93330 4.69572 -2.27958 1.249
O 2.84772 5.46273 -1.47623 -0.688
C 1.61137 3.13877 -1.44065 -0.012
C 2.62753 2.16984 -2.01006 0.260
C 2.72820 2.45321 -3.51721 -0.679
C 2.77088 3.95809 -3.71301 -0.847
H 0.60789 2.85519 -1.75998 -0.054
H 1.66679 3.34598 -0.37635 0.151
H 3.59721 2.27601 -1.51321 0.391
H 2.35294 1.12759 -1.82625 -0.468
H 1.82990 2.07748 -4.00977 0.322
H 3.61832 1.98210 -3.92995 0.302
H 2.23191 4.31276 -4.58762 0.414
H 3.76609 4.40184 -3.73502 0.373
O -5.46842 1.57984 1.54691 -0.615
S -5.06372 2.40653 2.65455 1.154
O -5.65863 3.68980 2.91523 -0.731
C -5.10902 1.44560 4.15540 0.004
C -3.93750 1.92609 5.01415 -0.899
C -2.96264 2.76882 4.15383 -0.450
C -3.27869 2.55167 2.68798 0.147
H -4.97835 0.40098 3.86018 -0.403
H -6.10726 1.45193 4.59022 0.587
H -4.31449 2.50642 5.85504 0.275
H -3.41973 1.07533 5.45484 0.373
H -1.94175 2.45277 4.36623 0.090
H -3.06110 3.81545 4.43497 0.368
H -2.98335 1.56188 2.34099 -0.628
H -2.95269 3.33112 2.00629 0.695
O 5.55477 -2.75531 -4.07445 -0.674
S 4.24670 -2.43908 -3.57473 0.948
O 4.07997 -1.90845 -2.24860 -0.429
C 3.36347 -1.43379 -4.78773 -0.531
C 2.95683 -2.47432 -5.80386 -0.805
C 2.24701 -3.59680 -5.00818 -0.599
C 3.19127 -3.88726 -3.81935 -0.426
H 3.99956 -0.64939 -5.18618 0.392
H 2.51968 -1.05639 -4.20542 0.247
H 2.33088 -2.08625 -6.60684 0.379
H 3.82793 -2.95256 -6.26117 0.352
H 2.06800 -4.47490 -5.61812 0.342
H 1.34997 -3.18635 -4.54518 0.202
H 3.78380 -4.79622 -3.80925 0.451
H 2.55790 -3.89588 -2.92841 0.151
O -0.37522 1.69316 1.72830 -0.494
C 0.33554 0.77865 1.41827 0.420
C 0.02010 -0.69956 1.48455 0.466
C 1.03195 -1.30569 0.52015 -0.429
C 2.15866 -0.27349 0.44275 0.277
O 1.56084 0.96976 0.91268 -0.343
H 0.22300 -1.04977 2.50024 0.449
H -1.00149 -0.91511 1.20994 -0.647
H 1.38722 -2.29110 0.80824 0.564
H 0.58046 -1.39174 -0.47209 -0.161
H 2.93982 -0.49817 1.17158 -0.007
H 2.58439 -0.10770 -0.54038 -0.202
Cl -0.41260 -3.77531 -1.80067 -0.063
C -1.88023 -4.76240 -1.81864 -0.705
C -2.92663 -4.24895 -0.85897 -0.524
Cl -3.30126 -2.52608 -1.18776 -0.101
H -1.60122 -5.74443 -1.42881 0.346
H -2.24377 -4.89899 -2.83099 0.341
H -2.54821 -4.29618 0.15893 0.250
H -3.84767 -4.81406 -0.96474 0.447
Cl -3.42546 -1.11586 1.88733 0.073
C -4.90378 -2.09221 1.96117 -0.738
C -5.03470 -2.81857 3.25660 -0.474
Cl -3.96855 -4.25941 3.30083 -0.204
H -4.87912 -2.77009 1.11146 0.392
H -5.76678 -1.44591 1.79052 0.310
H -6.04418 -3.19059 3.40802 0.413
H -4.75790 -2.18784 4.09680 0.220
Cl 2.31183 3.77484 5.11925 -0.200
C 1.21287 3.62403 3.73761 0.192
C 0.12410 4.66302 3.75245 -0.035
Cl 0.73990 6.31658 3.54917 -0.193
H 0.75419 2.63885 3.81341 -0.086
H 1.71756 3.61447 2.77223 0.146
H -0.35218 4.66246 4.73283 0.295
H -0.63443 4.41282 3.01366 -0.067
Cl -4.40580 0.88608 -2.75856 -0.211
C -3.52959 0.64067 -1.23739 0.059
C -3.07931 1.88090 -0.51809 0.576
Cl -2.10219 2.95696 -1.57538 -0.213
H -2.67604 -0.00084 -1.42890 0.143
H -4.23719 0.14657 -0.57169 0.017
H -2.39842 1.59609 0.28238 -0.612
H -3.90663 2.46773 -0.13229 0.245
Cl 3.81897 -3.23475 2.13805 -0.219
C 4.96869 -2.77956 0.84436 -0.059
C 6.25684 -3.56607 0.99018 -0.434
Cl 7.52634 -2.80858 0.01008 -0.191
H 5.11617 -1.70562 0.90078 0.338
H 4.48478 -2.98043 -0.10749 -0.045
H 6.08683 -4.60091 0.71718 0.326
H 6.57316 -3.47633 2.02593 0.330
```

## Properties
molar mass = 941.41 g mol⁻¹
maximum force = 0.027 Eh/bohr
orbital gap = 10.1 eV
SMILES = O=S1(=O)CCCC1.O=S1(=O)CCCC1.O=S1(=O)CCCC1.O=C1CCCO1.ClCCCl.ClCCCl.ClCCCl.ClCCCl.ClCCCl

No. 3
Density functional theory data (wB97M-V/def2-TZVPD) for the ion C26H50ClN3O7P with charge +1 at a distorted geometry.

The geometry in XYZ format:
```
88
Properties=species:S:1:pos:R:3:mulliken_charge:R:1
C 3.08762 -0.41185 4.65552 -1.424
C 1.81447 0.15910 4.04632 -0.438
C 1.88309 0.48172 2.53576 0.425
Cl 3.00663 -0.58993 1.65633 -0.120
C 0.47076 0.41456 1.97822 -0.545
O -0.08913 -0.88210 1.99377 -0.341
C 0.05307 -1.68663 0.84950 -0.619
O -0.62941 -2.86182 1.06412 -0.400
C 0.05527 -3.76093 1.94485 -0.593
C 0.25240 -5.10069 1.26667 0.239
C -0.97273 -5.54187 0.48257 -1.448
O 1.37100 -4.91294 0.38810 -0.542
N -0.60587 -1.03572 -0.28324 1.136
C 0.03324 -1.40231 -1.56502 -1.563
C 1.43237 -0.84778 -1.84516 1.048
C 2.26425 -1.84714 -2.66149 -0.873
C 3.18664 -1.15089 -3.63873 -0.726
O 3.79712 -2.16083 -4.44588 -0.309
C 4.56712 -1.65824 -5.47209 0.696
C 6.01351 -1.49331 -5.12964 -0.974
O 4.07850 -1.40255 -6.52983 -0.517
C -0.73340 0.33566 -0.06927 -1.464
N -1.83036 0.89887 -0.48996 0.235
C -2.85150 0.10436 -1.20617 -0.236
C -3.68846 -0.78269 -0.27009 -1.251
C -2.16597 2.30805 -0.26045 1.026
C -3.44477 2.45202 0.59273 -0.960
C -4.71380 2.73747 -0.20224 -0.782
O -5.79450 2.06280 0.45521 -0.304
C -7.00993 2.24258 -0.13910 0.732
C -8.15480 2.26446 0.82170 -1.034
O -7.11287 2.36363 -1.33060 -0.538
N 0.25173 1.00929 0.63459 0.734
P 1.04133 2.35355 -0.12994 -0.065
C 2.85629 2.14782 -0.16176 0.105
C 3.42621 3.43822 -0.78727 -1.583
C 0.77633 3.83313 0.94971 -0.680
C 0.31355 3.61900 2.39610 -0.913
H 3.97779 0.13799 4.35087 0.339
H 3.20571 -1.46770 4.42558 0.318
H 3.02628 -0.32828 5.74129 0.434
H 1.01323 -0.56798 4.17712 0.308
H 1.56016 1.09862 4.53901 0.339
H 2.26287 1.49555 2.43225 0.200
H -0.14634 0.97035 2.68858 0.307
H 1.08921 -1.93030 0.60967 0.905
H 1.02444 -3.35229 2.23170 0.274
H -0.56918 -3.89487 2.82991 0.449
H 0.48091 -5.85338 2.02578 0.360
H -1.07215 -4.95324 -0.42768 0.346
H -0.88424 -6.59285 0.20303 0.429
H -1.89028 -5.43067 1.06026 0.358
H 1.30151 -5.54212 -0.33658 0.339
H 0.09247 -2.49176 -1.55316 0.551
H -0.63085 -1.15787 -2.39433 0.258
H 1.93911 -0.69383 -0.89117 -0.545
H 1.39868 0.12614 -2.33924 0.420
H 2.86713 -2.46150 -1.99153 0.286
H 1.61635 -2.50571 -3.24257 0.383
H 2.60902 -0.48568 -4.28814 0.421
H 3.95843 -0.56855 -3.12306 0.306
H 6.34261 -2.31553 -4.49708 0.356
H 6.12547 -0.57548 -4.54991 0.247
H 6.59556 -1.44243 -6.04331 0.326
H -2.36891 -0.50674 -1.95935 0.381
H -3.46252 0.82058 -1.74748 0.579
H -4.71383 -0.41745 -0.23358 0.244
H -3.30361 -0.72995 0.74652 0.314
H -3.67574 -1.81463 -0.60646 0.361
H -1.35713 2.79582 0.25526 -1.654
H -2.33163 2.77095 -1.23306 0.714
H -3.27516 3.28617 1.27527 0.669
H -3.58280 1.58008 1.23165 0.406
H -4.93558 3.80602 -0.19756 0.504
H -4.64880 2.42911 -1.24488 0.323
H -7.83194 2.11883 1.84810 0.284
H -8.85071 1.47326 0.54779 0.322
H -8.65110 3.22674 0.71458 0.315
H 3.14937 1.30331 -0.78020 0.215
H 3.33152 2.00298 0.80783 0.323
H 3.57658 4.21772 -0.04552 0.356
H 4.38340 3.21937 -1.25636 0.409
H 2.76669 3.82548 -1.56768 0.439
H 1.67146 4.45156 0.95804 0.535
H 0.01050 4.41994 0.43969 0.385
H -0.64081 3.09522 2.45168 0.108
H 1.06289 3.11884 3.00642 0.188
H 0.14898 4.59407 2.85816 0.432
```

## Properties
total charge = +1
molar mass = 583.13 g mol⁻¹
maximum force = 0.026 Eh/bohr
orbital gap = 9.0 eV
SMILES = CC[C@@H](Cl)[C@@H]1O[C@@H](OC[C@@H](C)O)N(CCCCOC(C)=O)C(N(CC)CCCOC(C)=O)=[N+]1P(CC)CC